No. 1
ORCA calculation (ωB97M-V with the def2-TZVPD basis set) on a cluster of 13 separate species, C20H41BBrCl24O3 in total.

The geometry in XYZ format:
```
90
Properties=species:S:1:pos:R:3:forces:R:3:mulliken_charge:R:1
C 5.330 -0.120 4.732 -0.03 0.00 0.12 -1.3386
C 4.676 -0.533 3.408 0.12 0.29 0.00 0.6218
C 4.751 0.521 2.298 -0.02 0.02 0.04 -0.5536
Br 3.924 -0.273 0.677 0.02 -0.03 -0.26 -0.2135
C 4.187 1.945 2.482 -0.20 -0.27 0.31 0.1764
O 4.707 2.422 3.673 0.17 0.15 0.06 -0.7168
B 3.693 3.284 4.386 -0.03 -0.11 -0.03 0.9473
O 2.539 3.290 3.432 0.08 0.15 -0.12 -0.8712
C 2.647 2.219 2.543 -0.19 -0.13 0.09 0.0702
C 1.681 1.056 2.927 0.01 -0.05 -0.04 1.5074
C 0.970 1.212 4.273 0.04 0.18 -0.13 -0.6238
C 0.086 0.026 4.605 -0.04 -0.21 0.01 -0.3889
O -1.200 0.201 3.989 0.14 0.37 -0.07 -0.4590
H 4.648 0.450 5.369 0.04 -0.05 -0.15 0.2666
H 5.648 -1.024 5.266 -0.03 0.10 0.01 0.3600
H 6.192 0.531 4.579 0.02 -0.14 -0.05 0.2791
H 3.644 -0.825 3.576 -0.01 -0.01 0.10 -0.4970
H 5.174 -1.432 3.028 -0.02 0.14 -0.06 0.4464
H 5.796 0.626 1.999 -0.10 0.03 0.06 0.5983
H 4.557 2.518 1.609 0.03 -0.01 0.09 0.1851
H 4.121 4.427 4.578 -0.08 -0.08 -0.03 -0.2897
H 3.384 2.745 5.477 0.10 0.05 -0.10 -0.3569
H 2.346 2.556 1.539 -0.01 0.03 0.07 0.1900
H 0.914 0.970 2.152 -0.01 0.00 0.00 -0.8494
H 2.195 0.098 2.918 0.02 -0.05 -0.02 -0.7153
H 1.701 1.373 5.069 0.01 -0.03 -0.06 0.3411
H 0.341 2.108 4.249 0.11 -0.07 0.11 0.3104
H 0.533 -0.913 4.241 0.02 0.14 0.07 0.1232
H -0.048 -0.071 5.691 0.01 0.07 -0.04 0.3032
H -1.647 -0.642 3.975 -0.13 -0.37 -0.03 0.2494
C -0.041 0.196 -0.643 -0.06 -0.02 0.06 0.2117
Cl -1.293 0.579 0.543 0.00 -0.01 0.09 -0.2196
Cl 0.568 -1.453 -0.441 -0.01 -0.10 -0.06 -0.1529
H -0.492 0.272 -1.623 0.11 0.04 -0.05 -0.1395
H 0.793 0.876 -0.503 -0.01 0.00 0.04 0.2051
C 3.041 -4.294 4.101 -0.06 0.07 -0.08 0.0799
Cl 2.321 -3.156 2.953 -0.04 -0.04 -0.07 -0.0765
Cl 4.803 -4.137 4.166 0.01 -0.07 0.04 -0.1766
H 2.642 -4.072 5.081 0.03 -0.05 0.02 -0.2149
H 2.797 -5.299 3.780 -0.01 -0.01 0.03 0.3573
C -1.392 2.380 -4.295 0.01 -0.01 0.08 0.2587
Cl -2.356 2.674 -2.842 0.04 0.04 0.04 -0.1362
Cl -0.634 0.775 -4.260 -0.03 -0.03 -0.11 -0.2080
H -2.037 2.441 -5.165 -0.02 -0.06 0.01 0.1441
H -0.598 3.113 -4.335 -0.01 0.01 -0.02 -0.1066
C -4.763 1.541 1.112 0.00 0.03 -0.01 0.2896
Cl -5.540 -0.037 1.266 -0.02 -0.01 -0.01 -0.1706
Cl -5.604 2.595 -0.044 0.01 0.00 0.00 -0.1555
H -4.779 2.029 2.078 0.01 0.00 0.01 0.3229
H -3.753 1.390 0.755 0.00 0.01 -0.02 -0.2443
C -6.245 2.264 -3.802 0.02 -0.03 0.10 -0.0466
Cl -5.045 1.887 -5.045 0.01 -0.03 -0.16 -0.0795
Cl -6.701 3.974 -3.809 0.02 -0.01 0.00 -0.1555
H -7.137 1.680 -3.996 0.01 -0.02 -0.01 0.2582
H -5.812 2.025 -2.838 0.01 0.03 0.04 0.0429
C 0.129 6.371 -4.208 -0.01 -0.03 0.01 -0.1572
Cl 1.450 7.168 -3.356 0.02 0.00 0.00 -0.1490
Cl 0.707 5.214 -5.423 0.03 0.01 -0.03 -0.1363
H -0.469 5.829 -3.485 -0.01 0.01 0.01 0.1566
H -0.454 7.125 -4.722 -0.02 0.00 0.01 0.2976
C -0.944 -4.085 1.585 -0.02 0.07 -0.04 0.4653
Cl -2.133 -3.535 2.778 0.00 0.00 0.03 -0.1883
Cl -0.418 -5.748 1.880 0.01 -0.03 0.06 -0.1506
H -1.407 -4.043 0.607 0.00 0.00 -0.01 0.2562
H -0.082 -3.435 1.643 0.02 -0.02 0.03 -0.3896
C 1.174 -8.097 -1.099 -0.05 0.00 0.03 -0.2948
Cl 1.374 -6.369 -1.389 0.05 0.05 -0.03 -0.1065
Cl 1.852 -8.613 0.453 0.01 0.01 0.01 -0.1479
H 0.114 -8.318 -1.089 0.00 -0.01 0.00 0.2438
H 1.687 -8.637 -1.885 -0.01 -0.01 0.00 0.3093
C 2.296 1.258 -6.740 0.01 0.02 0.05 -0.2141
Cl 0.826 1.644 -7.645 0.01 0.05 -0.03 -0.1128
Cl 3.651 2.313 -7.163 -0.02 0.02 -0.01 -0.1636
H 2.080 1.385 -5.686 0.01 -0.02 0.01 0.1536
H 2.576 0.238 -6.971 0.00 -0.01 0.02 0.3421
C -3.529 0.424 -8.636 -0.04 -0.07 0.03 -0.3423
Cl -4.133 2.076 -8.840 0.00 0.01 0.03 -0.1616
Cl -2.470 0.256 -7.233 -0.04 0.04 0.02 -0.0571
H -4.381 -0.231 -8.496 -0.01 0.03 -0.01 0.2480
H -2.962 0.161 -9.521 -0.01 0.01 -0.01 0.3202
C 0.832 -5.565 7.769 -0.01 0.00 -0.03 -0.2787
Cl 1.993 -6.664 7.007 0.01 0.00 -0.01 -0.1486
Cl 1.152 -3.873 7.382 -0.01 0.05 0.02 -0.1221
H -0.156 -5.815 7.404 -0.01 -0.01 0.01 0.2598
H 0.906 -5.688 8.842 0.00 -0.01 0.00 0.2887
C -8.083 1.734 -6.991 0.04 0.05 -0.04 -0.1334
Cl -9.361 2.004 -5.797 -0.01 -0.03 0.01 -0.1627
Cl -7.578 0.040 -7.064 -0.01 0.00 0.00 -0.1407
H -8.468 2.017 -7.962 0.02 -0.01 -0.01 0.3253
H -7.221 2.330 -6.711 -0.01 -0.02 -0.01 0.1016
```
Forces are in eV/Å.

E_tot in eV: -398807.718
Total charge: -1
HOMO-LUMO gap in eV: 5.52
HOMO energy in eV: -4.0

***

No. 2
ORCA calculation (ωB97M-V with the def2-TZVPD basis set) on a cluster of 2 separate species, C20H41BN2O3 in total at a distorted geometry.

The geometry in XYZ format:
```
67
Properties=species:S:1:pos:R:3:forces:R:3:nbo_charge:R:1
C -0.168 -1.653 -4.589 -0.06 -0.69 -0.38 -0.6357
C 0.421 -3.034 -3.854 -0.65 0.90 0.74 -0.4110
C -0.709 -3.456 -2.738 0.19 -0.17 0.71 -0.4190
C -0.345 -4.792 -1.858 -0.67 -0.34 -0.10 -0.4097
C -1.025 -4.770 -0.331 0.37 -0.82 -1.01 -0.4205
C -2.652 -4.685 -0.517 -0.43 -0.69 0.35 -0.4273
C -3.502 -4.554 0.880 -0.37 -0.45 -0.34 -0.4131
C -2.936 -3.431 1.933 -1.00 -0.48 0.58 -0.4176
C -3.292 -1.875 1.538 1.16 0.50 0.10 -0.4202
C -2.405 -1.284 0.276 0.25 0.79 0.02 -0.4264
C -1.653 0.158 0.621 0.57 -0.45 -1.13 -0.4088
C -0.072 -0.059 1.122 -0.59 0.82 -0.62 -0.4250
C 0.313 1.285 1.976 1.56 0.28 -0.26 -0.2942
C 0.918 2.450 0.942 -1.95 3.17 -3.64 0.7030
O 0.349 2.969 -0.168 3.51 -3.63 7.26 -0.5665
N 2.295 2.952 1.421 -1.04 -0.84 0.64 -0.6862
C 2.904 1.892 2.327 -1.96 -2.37 -1.16 -0.2296
C 1.562 1.271 3.036 0.31 0.29 1.61 -0.6134
B 1.924 -0.090 3.883 0.38 -1.91 0.30 1.1499
N 1.235 -0.381 5.238 1.92 -0.32 -0.53 -1.1501
O 2.945 -1.106 3.467 -0.63 2.35 2.22 -0.9294
H -1.314 -1.498 -4.307 2.55 -0.29 -0.54 0.2113
H 0.450 -0.704 -4.292 -1.26 -1.86 -0.59 0.2191
H -0.119 -1.813 -5.751 -0.06 0.56 2.22 0.2134
H 0.667 -3.882 -4.624 -0.63 1.63 1.50 0.2104
H 1.413 -2.758 -3.267 -2.03 -0.70 -1.27 0.2053
H -1.790 -3.625 -3.191 2.38 0.51 0.63 0.2073
H -0.797 -2.547 -1.986 0.16 -1.72 -1.57 0.2010
H 0.812 -4.992 -1.829 -2.22 0.52 0.08 0.2115
H -0.847 -5.715 -2.417 1.20 1.81 1.18 0.1991
H -0.557 -3.943 0.354 -1.00 -1.40 -1.52 0.2043
H -0.719 -5.814 0.160 -0.88 2.23 -0.90 0.2133
H -3.029 -3.839 -1.233 1.15 -1.44 1.33 0.2129
H -2.988 -5.711 -1.022 0.73 2.20 0.98 0.2121
H -3.552 -5.636 1.379 0.30 2.42 -0.84 0.2082
H -4.628 -4.318 0.564 2.39 -0.33 0.83 0.2076
H -3.466 -3.639 2.981 1.10 0.42 -2.22 0.2143
H -1.786 -3.626 2.127 -2.31 0.71 -0.54 0.2087
H -2.997 -1.212 2.486 -0.78 -1.41 -1.98 0.2064
H -4.421 -1.687 1.294 2.07 -0.68 0.68 0.2179
H -1.555 -2.038 -0.006 -1.74 1.38 0.42 0.2089
H -3.073 -1.062 -0.681 1.33 -0.80 2.05 0.2150
H -2.266 0.822 1.378 1.23 -1.45 -1.45 0.2061
H -1.561 0.746 -0.412 -0.31 -1.04 2.41 0.2306
H 0.596 -0.083 0.147 -1.32 -0.08 2.03 0.2257
H 0.092 -1.073 1.683 -0.40 2.04 -0.74 0.2177
H -0.608 1.657 2.597 1.66 -0.50 -1.63 0.2550
H 2.226 3.810 2.016 -0.40 -0.67 -1.20 0.3891
H 3.771 2.181 3.059 -1.91 -0.15 -1.61 0.2313
H 3.237 0.991 1.624 -0.13 2.10 1.48 0.2072
H 1.209 2.027 3.889 0.80 -1.44 -1.69 0.2331
H 1.999 -0.144 5.940 -1.42 -0.22 -0.66 0.3765
H 1.094 -1.420 5.356 0.37 1.38 -0.21 0.3823
H 3.474 -1.339 4.308 -1.49 0.16 -1.98 0.4907
C 1.339 5.651 -1.413 -0.39 -0.35 0.26 -0.4374
C 1.329 6.518 -2.645 0.00 0.00 -0.57 -0.4311
C 2.139 7.714 -2.197 0.15 0.39 0.13 -0.0671
O 3.086 7.238 -1.230 -0.26 -0.08 -0.15 -0.5429
C 2.726 5.899 -0.861 0.36 -0.09 0.02 -0.0621
H 1.144 4.595 -1.617 0.05 0.27 0.14 0.2486
H 0.584 6.008 -0.702 0.06 -0.12 -0.05 0.1960
H 1.845 6.003 -3.464 -0.08 0.08 0.04 0.1979
H 0.326 6.785 -2.987 0.12 0.00 0.03 0.2152
H 1.507 8.461 -1.705 -0.06 0.05 -0.09 0.1607
H 2.669 8.196 -3.024 0.05 0.00 0.15 0.1794
H 3.459 5.221 -1.310 -0.04 -0.09 0.10 0.1654
H 2.771 5.792 0.226 0.09 0.08 -0.10 0.1749
```
Forces are in eV/Å.

E_tot in eV: -31197.532
HOMO-LUMO gap in eV: 9.02
HOMO energy in eV: -9.1
SMILES string: CCCCCCCCCCCC[C@@H]1C(=O)NC[C@@H]1B(N)O.C1CCOC1

***

No. 3
ORCA calculation (ωB97M-V with the def2-TZVPD basis set) on a structure of composition C20H41CrN3S2Si2 at a distorted geometry.

The geometry in XYZ format:
```
69
Properties=species:S:1:pos:R:3:forces:R:3:nbo_charge:R:1
Cr 0.577 0.609 -0.724 -1.16 -1.14 1.79 1.0410
S -0.537 2.032 -2.516 -0.42 0.44 -0.92 0.2377
S 2.684 0.089 0.599 0.74 -0.34 -0.16 0.2684
C -2.039 1.202 -3.090 -0.21 0.11 -0.72 -0.7275
C 0.556 1.605 -3.915 0.03 0.26 0.11 -0.5253
C 1.494 0.427 -3.669 0.01 -0.31 -0.06 -0.2185
N 2.146 0.582 -2.361 0.44 0.09 -0.38 -0.6892
C 3.193 -0.435 -2.105 -0.18 -0.12 -0.03 -0.2198
C 3.860 -0.151 -0.749 0.25 -0.08 -0.40 -0.5502
H 1.137 2.516 -4.091 0.04 -0.14 -0.16 0.2194
H -0.084 1.427 -4.780 0.17 0.07 0.01 0.2449
H 2.258 0.383 -4.464 -0.23 0.08 0.01 0.1894
H 0.962 -0.536 -3.684 0.00 0.30 0.16 0.2224
H 3.941 -0.420 -2.923 -0.17 -0.04 0.38 0.1902
H 2.710 -1.428 -2.121 0.11 0.35 0.13 0.2222
H 4.440 0.778 -0.811 0.04 -0.18 -0.05 0.2193
H 4.532 -0.970 -0.470 0.01 0.26 -0.17 0.2424
C 2.627 -1.621 1.223 0.06 -0.20 0.04 -0.7159
H 2.627 1.491 -2.380 -0.26 -0.27 0.13 0.3581
H 2.251 -2.311 0.456 0.16 0.23 0.26 0.2446
H 1.937 -1.654 2.067 0.13 0.12 -0.23 0.2552
H 3.612 -1.933 1.595 -0.08 0.29 -0.28 0.2207
H -2.808 1.271 -2.322 0.34 0.03 -0.15 0.2468
H -1.853 0.148 -3.336 0.05 0.42 0.33 0.2570
H -2.428 1.729 -3.969 0.19 0.07 0.08 0.2162
C 1.113 3.519 0.444 1.26 0.67 -1.15 -0.3495
C 2.029 3.538 -0.560 -0.99 0.47 1.45 -0.4075
H 1.398 3.331 1.472 0.01 -0.38 -0.14 0.2145
H 0.115 3.913 0.301 -0.09 -0.26 -0.19 0.2130
H 3.077 3.336 -0.372 -0.03 -0.26 0.06 0.1999
H 1.795 3.972 -1.526 -0.21 -0.30 -0.10 0.2009
C 1.827 1.254 3.437 0.18 0.06 -0.03 -1.1298
Si 0.132 0.615 2.824 -0.67 -1.11 -0.57 1.8534
C -0.282 -0.627 4.173 -0.03 -0.08 0.06 -1.1542
C -1.127 1.999 3.123 -0.02 0.07 -0.06 -1.1376
N -0.065 -0.147 1.220 0.76 1.62 1.01 -1.2762
C -0.210 -1.445 0.834 -0.01 -1.91 -1.25 0.2074
C -0.298 -2.602 1.635 0.68 0.89 0.56 -0.3230
C -0.484 -3.865 1.102 0.08 -0.10 -0.73 -0.2260
C -0.595 -4.030 -0.295 0.22 -1.82 0.53 -0.2884
C -0.543 -2.965 -1.178 0.17 0.90 0.86 -0.2146
C -0.433 -1.674 -0.617 -0.90 -0.53 1.70 -0.0068
N -1.043 -0.569 -1.209 0.65 0.47 -1.08 -1.3411
Si -2.644 -0.446 -0.526 1.20 -0.16 0.35 1.9426
C -3.076 -1.545 0.931 -0.11 0.04 0.35 -1.1454
C -2.708 1.262 0.224 -0.99 0.54 -0.34 -1.1551
C -4.016 -0.985 -1.670 -0.53 0.42 -0.27 -1.1572
H 1.682 1.569 4.487 -0.13 -0.12 -0.34 0.2385
H 2.249 2.120 2.910 -0.04 -0.27 0.06 0.2206
H 2.601 0.465 3.462 -0.33 0.30 -0.10 0.2332
H -0.344 -0.076 5.123 -0.01 -0.24 -0.11 0.2321
H -1.256 -1.099 3.959 0.39 0.07 0.26 0.2400
H 0.506 -1.398 4.255 -0.42 0.26 0.14 0.2250
H -0.980 2.903 2.516 -0.11 -0.18 0.09 0.2256
H -2.155 1.632 2.961 0.45 0.15 0.03 0.2471
H -1.056 2.297 4.181 0.09 -0.05 -0.22 0.2352
H -0.199 -2.442 2.714 -0.20 -0.49 -0.49 0.2105
H -0.525 -4.720 1.790 -0.07 0.29 -0.49 0.2095
H -0.752 -5.059 -0.674 0.16 0.68 0.17 0.2026
H -0.736 -3.065 -2.252 -0.01 0.03 0.45 0.2068
H -2.490 -1.320 1.830 -0.30 -0.04 -0.21 0.2327
H -4.136 -1.311 1.140 0.27 -0.23 0.00 0.2231
H -2.971 -2.613 0.705 -0.11 0.17 0.09 0.2447
H -2.809 2.091 -0.496 -0.15 -0.09 0.42 0.2102
H -3.585 1.219 0.886 0.05 0.52 -0.06 0.2310
H -1.827 1.440 0.842 -0.19 -0.25 -0.31 0.2645
H -4.121 -0.405 -2.596 -0.13 -0.27 0.19 0.2189
H -3.932 -2.055 -1.920 0.07 0.35 0.15 0.2478
H -4.919 -0.845 -1.051 0.04 -0.14 -0.46 0.2314
```
Forces are in eV/Å.

Multiplicity: 5
E_tot in eV: -91723.043
HOMO-LUMO gap (spin up / spin down) in eV: 5.69 / 6.00
HOMO energy (spin up / spin down) in eV: -5.7 / -6.0

***

> The highest E_tot belongs to which entry?

C20H41BN2O3